[1]
Molecular formula: C3H7N3S2
Method: DFT, wB97M-V/def2-TZVPD

Geometry as XYZ:
```
15
C3H7N3S2, DFT wB97M-V/def2-TZVPD
H -0.39431 -1.95585 -1.68619
N -0.40571 -2.52371 -0.80195
N 0.18200 -1.97059 0.18852
S 0.02514 -2.41984 1.78559
C 0.40955 -0.51019 -0.05950
N 1.52231 0.03740 0.46904
C -0.81265 0.29907 0.29355
C -0.70024 1.52636 -0.12302
S -1.67305 2.97459 0.22035
H 0.58768 -0.47256 -1.18272
H 2.50904 -0.30867 0.18720
H 1.49194 0.24245 1.48442
H -1.57986 -0.25712 0.84906
H 0.15641 1.82534 -0.67927
H -1.31824 3.51331 -0.94506
```

**Gap between HOMO and LUMO (spin up / spin down)**: 8.157 / 8.159 eV
**HOMO (spin up / spin down)**: -8.771 / -8.771 eV
**E_LUMO (spin up / spin down)**: -0.02255 / -0.02251 Eh

Atomic partial charges in e from the natural (NBO) method, atoms 1 to 5:
1. H 0.323
2. N -0.339
3. N -0.170
4. S -0.057
5. C 0.066

=====

[2]
Molecular formula: C35H37CdClO4P2
Method: DFT, wB97M-V/def2-TZVPD

Geometry as XYZ:
```
80
C35H37CdClO4P2, DFT wB97M-V/def2-TZVPD
Cd 0.31013 -0.78387 5.85646
C -2.16273 -0.04306 6.72587
C -2.14434 -0.37334 5.40380
C -2.63514 0.57583 4.32984
C -1.54347 1.38270 3.58801
C -0.46582 1.94168 4.46508
C -0.63387 2.39036 5.71709
C -1.92768 2.54867 6.44154
C -2.42158 1.31932 7.26538
C 2.24340 0.07408 5.70363
H -2.17080 -0.82603 7.49058
H -2.17645 -1.43204 5.10066
H -3.37036 1.27795 4.75122
H -3.16561 -0.02219 3.56654
H -1.07947 0.74467 2.81591
H -2.04915 2.19746 3.03691
H 0.52221 2.01314 3.99337
H 0.24934 2.67542 6.30519
H -2.72956 2.87540 5.76627
H -1.77257 3.35621 7.18010
H -1.95077 1.38411 8.25666
H -3.50325 1.44982 7.45151
H 2.78153 -0.20483 6.62267
H 2.12136 1.16907 5.67077
H 2.78360 -0.28595 4.81943
P 0.14356 -2.44621 -3.54645
P 2.19603 0.47539 -3.81408
C -0.31995 -0.81470 -4.19276
C 0.42830 0.32583 -4.16532
C -0.77219 -3.59989 -4.65464
C -1.94600 -3.24354 -5.32933
C -2.60158 -4.16724 -6.15263
C -2.09027 -5.45956 -6.30042
C -0.91915 -5.82835 -5.62680
C -0.25654 -4.90411 -4.81850
C -0.88330 -2.51472 -2.00673
C -0.49786 -1.64562 -0.96582
C -1.22770 -1.60551 0.22141
C -2.35147 -2.42811 0.38006
C -2.73687 -3.29532 -0.64826
C -1.99607 -3.35075 -1.83358
C 2.75017 1.28791 -5.40133
C 2.72813 0.47861 -6.55516
C 3.09321 1.00068 -7.79512
C 3.49067 2.33957 -7.90226
C 3.52102 3.15044 -6.76324
C 3.16605 2.62348 -5.51501
C 2.25201 1.90110 -2.65725
C 3.36177 1.98874 -1.79048
C 3.47000 3.05447 -0.89828
C 2.46954 4.03359 -0.85264
C 1.36763 3.95064 -1.70856
C 1.25482 2.88115 -2.60543
H -1.34532 -0.73906 -4.58296
H -0.04477 1.26192 -4.50496
H -2.36885 -2.24747 -5.21214
H -3.51323 -3.87101 -6.67307
H -2.60289 -6.17945 -6.94247
H -0.52313 -6.83950 -5.73404
H 0.66022 -5.18500 -4.29720
H 0.36905 -0.99503 -1.10243
H -0.92221 -0.92813 1.02226
H -2.92785 -2.38731 1.30647
H -3.61896 -3.92835 -0.53182
H -2.29969 -4.03592 -2.62751
H 2.40637 -0.56185 -6.47337
H 3.06221 0.36377 -8.68153
H 3.77221 2.74875 -8.87399
H 3.81748 4.19819 -6.84404
H 3.19879 3.26630 -4.63335
H 4.13606 1.22026 -1.83430
H 4.33636 3.12322 -0.23822
H 2.55046 4.86310 -0.14693
H 0.59086 4.71620 -1.68593
H 0.39223 2.82290 -3.26740
O 1.23138 -0.81357 10.21644
Cl 0.12934 -0.05839 9.67365
O -1.14987 -0.65523 10.00814
O 0.18189 1.32677 10.08414
O 0.27892 -0.07862 8.15068
```

**Gap between HOMO and LUMO**: 7.140 eV
**HOMO**: -8.203 eV
**E_LUMO**: -0.03908 Eh

Atomic partial charges in e from the Löwdin method, atoms 1 to 5:
1. Cd 1.370
2. C -0.152
3. C -0.213
4. C -0.192
5. C -0.194

=====

[3]
Molecular formula: C4H14O3
Method: DFT, wB97M-V/def2-TZVPD

Geometry as XYZ:
```
21
C4H14O3, DFT wB97M-V/def2-TZVPD
C 1.74127 2.08537 -0.29506
C 1.54356 1.44255 1.14866
C 1.13686 0.01502 0.90317
C 0.14948 -0.50747 1.51958
H 0.74652 2.34448 -0.72307
H 2.43003 2.90438 -0.17083
H 2.20736 1.48285 -1.10509
H 0.75496 2.11433 1.72315
H 2.36838 1.55843 1.87115
H 1.89606 -0.57188 0.33420
H -0.14735 -1.53365 1.34049
H -0.57899 -0.01731 2.17036
H -1.68105 -0.50448 0.08723
H -2.85341 0.12648 0.68621
O -2.61284 -0.48902 -0.00161
H 0.81925 -0.35555 -2.80009
H 0.18599 -0.95004 -1.49414
O 1.04308 -0.88155 -1.98717
H -3.32347 -3.17863 -1.68367
H -3.10646 -2.15013 -0.56771
O -2.71925 -2.93417 -0.95576
```

**Gap between HOMO and LUMO (spin up / spin down)**: 9.111 / 3.909 eV
**HOMO (spin up / spin down)**: -13.814 / -13.805 eV
**2S+1**: 2
**E_LUMO (spin up / spin down)**: -0.17285 / -0.36369 Eh
**Charge**: +1

Atomic partial charges in e from the natural (NBO) method, atoms 1 to 5:
1. C -0.600
2. C -0.504
3. C 0.078
4. C -0.081
5. H 0.238

=====

[4]
Molecular formula: C22H20N4O4
Method: DFT, wB97M-V/def2-TZVPD

Geometry as XYZ:
```
50
C22H20N4O4, DFT wB97M-V/def2-TZVPD
O -1.30563 3.94012 0.10757
C -0.93514 3.21944 1.05395
N -0.72366 3.90456 2.21687
C 0.41232 3.52416 3.07913
C 0.35267 2.02452 3.46393
C 1.70930 1.68590 4.17754
C 1.44526 1.33290 5.65969
O 0.79810 0.07637 5.60371
C -0.53774 0.14043 4.99376
C -0.88958 1.58856 4.26689
C 0.18041 1.27820 2.06461
N 0.52848 -0.02337 1.75162
C 0.34038 -0.19755 0.36984
C 0.57639 -1.44423 -0.44039
C 1.20355 -2.47267 0.16011
C 1.35885 -3.56004 -0.57863
N 1.15155 -3.54404 -1.86108
C 0.48054 -2.49398 -2.39574
C 0.27901 -2.36162 -3.84089
C 0.55729 -3.34798 -4.82298
C -0.07901 -3.27001 -6.12470
C -0.95335 -2.25041 -6.47626
C -1.11532 -1.23863 -5.62651
C -0.57398 -1.27064 -4.28936
O -1.93771 -0.28556 -6.12944
C -2.28838 -0.82980 -7.40878
O -1.64313 -2.03849 -7.65084
N 0.17322 -1.45845 -1.64877
C -0.31147 1.00059 -0.11297
C -0.40292 1.86740 0.97261
H -1.09179 4.86120 2.22032
H 1.28862 3.73290 2.48105
H 0.36563 4.21190 3.96230
H 2.35651 0.98546 3.69579
H 2.39793 2.57565 4.07635
H 2.43108 1.33518 6.21295
H 0.87487 2.06066 6.30834
H -1.40550 -0.11857 5.60639
H -0.40511 -0.72967 4.29527
H -1.83541 1.57474 3.67586
H -1.13270 2.27802 5.09035
H 0.87148 -0.75739 2.35040
H 1.41676 -2.57485 1.20972
H 1.52540 -4.49160 -0.10670
H 1.17649 -4.18390 -4.49374
H 0.09125 -4.14738 -6.76338
H -0.83345 -0.46664 -3.62343
H -3.34394 -0.85616 -7.60378
H -1.85072 -0.05555 -8.07475
H -0.74772 1.27026 -1.05379
```

**Gap between HOMO and LUMO**: 8.328 eV
**HOMO**: -8.125 eV
**E_LUMO**: 0.00747 Eh

Atomic partial charges in e from the natural (NBO) method, atoms 1 to 5:
1. O -0.623
2. C 0.653
3. N -0.637
4. C -0.196
5. C -0.082

=====

no.,E_tot (a.u.)
1,-1079.01994
2,-2967.09081
3,-386.09062
4,-1370.23101